(1)
The following is a DFT calculation (ωB97M-V/def2-TZVPD) of a molecular structure, C18H21N4O13Ti.

Its expectation value of S² is 2.033. As for the total charge: -1. Its energy relative to the best compared isomer or geometry (same formula, charge and spin) is 123.7 kJ/mol. For the max |F|, the calculation gives 0.60 eV/A. Its HOMO-LUMO gap (alpha / beta) is 4.6 / 7.8 eV. The multiplicity is 3.

The geometry in XYZ format:
```
57
C18H21N4O13Ti | OMol25 | ωB97M-V/def2-TZVPD
Ti -0.51 -0.28 -0.14
O 2.89 0.05 -2.21
C 2.18 -0.47 -1.38
O 1.12 0.21 -0.89
C 2.40 -1.82 -0.82
C 3.61 -2.44 -1.17
C 3.89 -3.68 -0.64
C 3.04 -4.32 0.25
C 1.84 -3.70 0.64
C 1.48 -2.46 0.03
O 0.28 -1.94 0.23
N 1.05 -4.33 1.60
O 0.02 -3.74 2.08
O 1.34 -5.52 1.92
N 5.14 -4.34 -1.01
O 5.37 -5.44 -0.54
O 5.90 -3.75 -1.75
H 4.30 -1.95 -1.84
H 3.28 -5.28 0.67
O -5.82 1.94 -1.19
C -5.10 2.87 -0.59
O -5.58 3.91 -0.19
C -3.65 2.59 -0.38
C -2.75 3.49 0.16
N -1.55 2.89 0.18
N -1.61 1.66 -0.31
C -2.87 1.46 -0.66
C -3.14 0.13 -1.31
O -4.25 -0.14 -1.74
O -2.10 -0.63 -1.35
H -5.28 1.15 -1.48
H -2.91 4.51 0.48
H -0.62 3.29 0.30
C 0.01 2.93 -3.12
C 1.03 3.63 -2.25
O 1.08 3.12 -0.92
H 0.03 3.33 -4.13
H -1.01 3.05 -2.73
H 0.23 1.86 -3.17
H 0.79 4.69 -2.16
H 2.02 3.56 -2.70
H 1.32 2.18 -0.98
C -2.53 -1.36 1.86
C -1.29 -1.05 2.65
O -0.56 0.03 1.98
C 0.73 0.22 2.60
C 1.27 1.59 2.26
H -3.14 -2.07 2.42
H -2.29 -1.87 0.92
H -3.14 -0.47 1.67
H -0.65 -1.93 2.71
H -1.54 -0.67 3.65
H 1.40 -0.58 2.27
H 0.59 0.12 3.68
H 1.43 1.70 1.19
H 2.23 1.73 2.75
H 0.59 2.36 2.61
```

Results of the natural (NBO) charge analysis, in e, for atoms 1 through 4: 1.76 -0.62 0.79 -0.85

(2)
The following is a DFT calculation (ωB97M-V/def2-TZVPD) of a molecular structure, C18H21N4O4STi.

Its expectation value of S² is 2.006. As for the total charge: +1. Its energy relative to the best compared isomer or geometry (same formula, charge and spin) is 34.7 kJ/mol. For the max |F|, the calculation gives 0.73 eV/A. Its HOMO-LUMO gap (alpha / beta) is 7.3 / 8.7 eV. The multiplicity is 3.

The geometry in XYZ format:
```
49
C18H21N4O4STi | OMol25 | ωB97M-V/def2-TZVPD
Ti 0.28 0.19 -0.02
C -0.82 -0.56 3.19
C -0.79 0.50 2.13
C -1.78 0.57 1.15
C -1.72 1.52 0.11
C -2.80 1.62 -0.94
C -0.64 2.42 0.10
C 0.37 2.38 1.07
C 1.49 3.39 1.08
C 0.32 1.38 2.05
H -0.16 -1.39 2.91
H -1.83 -0.95 3.33
H -0.46 -0.17 4.14
H -2.62 -0.12 1.20
H -2.42 1.37 -1.93
H -3.18 2.64 -0.99
H -3.63 0.96 -0.70
H -0.57 3.14 -0.70
H 1.52 3.96 0.15
H 2.45 2.91 1.24
H 1.32 4.10 1.89
H 1.12 1.28 2.77
O 2.44 -5.33 -0.48
C 1.35 -5.23 -1.22
O 0.97 -6.11 -1.94
C 0.58 -3.94 -1.15
C -0.59 -3.75 -1.85
N -1.01 -2.50 -1.58
N -0.18 -1.86 -0.74
C 0.80 -2.73 -0.47
C 1.89 -2.22 0.42
O 2.79 -2.95 0.79
O 1.79 -0.97 0.71
H 2.63 -4.52 0.05
H -1.12 -4.42 -2.50
H -1.83 -2.04 -1.94
C 3.96 -0.73 -1.56
N 3.78 0.71 -1.65
C 4.81 1.62 -1.47
C 4.31 2.85 -1.72
N 2.98 2.66 -2.03
C 2.65 1.36 -1.99
S 1.11 0.71 -2.37
H 4.75 -1.04 -2.24
H 3.03 -1.21 -1.86
H 4.21 -1.02 -0.54
H 5.80 1.31 -1.19
H 4.77 3.82 -1.70
H 2.33 3.37 -2.33
```

Results of the natural (NBO) charge analysis, in e, for atoms 1 through 4: 1.12 -0.63 -0.01 -0.26

(3)
The following is a DFT calculation (ωB97M-V/def2-TZVPD) of C18H21N5O3 in the gas phase in a non-equilibrium geometry.

Its energy relative to the best compared isomer or geometry (same formula, charge and spin) is 856.8 kJ/mol. For the max |F|, the calculation gives 3.19 eV/A. Its HOMO-LUMO gap is 5.1 eV.

The geometry in XYZ format:
```
47
C18H21N5O3 | OMol25 | ωB97M-V/def2-TZVPD
C -3.16 3.11 2.70
C -1.73 3.08 2.21
N -1.48 2.99 0.75
C -1.45 4.31 0.05
C -0.06 4.66 -0.45
C -1.76 1.81 0.13
C -1.20 1.58 -1.27
N -2.03 0.66 -2.15
C -2.92 -0.25 -1.70
C -3.39 -1.26 -2.54
C -2.95 -1.32 -3.86
C -2.09 -0.32 -4.32
C -1.67 0.68 -3.46
O -2.41 0.94 0.71
H -3.14 3.13 3.80
H -3.70 4.00 2.37
H -3.71 2.21 2.40
H -1.23 3.99 2.54
H -1.23 2.22 2.66
H -2.16 4.28 -0.79
H -1.81 5.06 0.76
H -0.08 5.66 -0.89
H 0.64 4.65 0.39
H 0.28 3.95 -1.21
H -1.14 2.55 -1.77
H -3.23 -0.17 -0.67
H -4.11 -1.95 -2.12
H -3.30 -2.11 -4.53
H -1.75 -0.27 -5.36
H -1.01 1.51 -3.73
H 2.58 1.02 -1.60
C 2.21 1.29 -0.60
C 3.14 1.54 0.49
C 4.51 1.91 0.32
C 5.31 2.17 1.42
C 4.80 1.97 2.72
N 5.60 2.25 3.85
O 5.12 2.06 4.99
O 6.76 2.67 3.68
C 3.48 1.52 2.90
C 2.67 1.29 1.80
N 0.92 1.44 -0.40
N 0.04 0.91 -1.17
H 4.94 1.98 -0.69
H 6.33 2.54 1.33
H 3.10 1.37 3.90
H 1.67 0.86 1.93
```

Results of the natural (NBO) charge analysis, in e, for atoms 1 through 4: -0.63 -0.20 -0.43 -0.21

(4)
The following is a DFT calculation (ωB97M-V/def2-TZVPD) of C18H21N7O in the gas phase in a non-equilibrium geometry.

Its energy relative to the best compared isomer or geometry (same formula, charge and spin) is 517.4 kJ/mol. For the max |F|, the calculation gives 6.97 eV/A. Its HOMO-LUMO gap is 8.0 eV.

The geometry in XYZ format:
```
47
C18H21N7O | OMol25 | ωB97M-V/def2-TZVPD
O 5.87 -2.31 2.87
C 5.07 -1.70 2.12
C 4.88 -1.84 0.64
C 3.88 -0.70 0.55
N 3.27 -0.28 -0.63
C 2.83 0.98 -0.86
C 3.47 1.82 -1.74
C 3.12 3.13 -2.05
C 1.95 3.63 -1.40
C 1.23 2.85 -0.51
C 1.63 1.47 -0.24
N 1.07 0.81 0.82
C -0.32 0.32 0.98
C -1.39 0.85 0.34
C -2.62 0.35 0.42
C -2.83 -0.68 1.28
N -4.13 -1.31 1.27
C -5.38 -0.51 1.43
C -6.63 -1.34 1.75
C -6.72 -2.46 0.84
C -5.45 -3.40 0.87
C -4.22 -2.78 1.60
N -1.74 -1.23 1.91
N -0.51 -0.65 1.95
N 3.74 -0.07 1.65
N 4.25 -0.65 2.65
H 4.50 -2.85 0.38
H 5.78 -1.51 0.10
H 3.79 -0.67 -1.40
H 4.31 1.39 -2.29
H 3.81 3.68 -2.61
H 1.71 4.67 -1.50
H 0.39 3.29 0.09
H 1.82 0.35 1.43
H -1.36 1.72 -0.34
H -3.35 0.66 -0.28
H -5.15 0.21 2.23
H -5.40 0.06 0.48
H -7.56 -0.80 1.65
H -6.54 -1.66 2.81
H -6.69 -2.02 -0.19
H -7.65 -3.02 1.01
H -5.19 -3.73 -0.18
H -5.83 -4.44 1.31
H -4.27 -2.79 2.66
H -3.36 -3.41 1.28
H 4.49 -0.16 3.53
```

Results of the natural (NBO) charge analysis, in e, for atoms 1 through 4: -0.57 0.65 -0.59 0.38

(5)
The following is a DFT calculation (ωB97M-V/def2-TZVPD) of a molecular structure, C18H22BN4OOsS.

As for the total charge: -1. For the max |F|, the calculation gives 0.68 eV/A. Its HOMO-LUMO gap is 5.6 eV.

The geometry in XYZ format:
```
48
C18H22BN4OOsS | OMol25 | ωB97M-V/def2-TZVPD
Os 0.15 0.04 -0.28
N 4.00 1.57 -0.86
C 4.75 0.84 0.07
C 5.79 1.39 0.80
C 6.53 0.59 1.67
C 6.22 -0.75 1.82
C 5.16 -1.30 1.11
C 4.43 -0.52 0.23
S 3.18 -1.14 -0.84
N 2.07 0.15 -0.73
C 2.59 1.42 -0.82
C 1.69 2.44 -0.79
C 1.97 3.85 -0.73
C 0.98 4.76 -0.76
C -0.39 4.29 -0.88
C -0.63 2.96 -0.86
N 0.33 1.98 -0.75
H 4.29 2.52 -0.98
H 6.02 2.44 0.70
H 7.35 1.02 2.23
H 6.79 -1.37 2.50
H 4.90 -2.35 1.23
H 3.00 4.17 -0.63
H 1.19 5.82 -0.70
H -1.21 4.98 -0.99
H -1.66 2.63 -0.98
C -1.60 -1.85 2.11
C -1.15 -0.40 2.35
C -2.18 0.55 1.75
C -0.97 -0.10 3.83
C 0.14 -0.19 1.55
H -2.56 -2.06 2.60
H -0.86 -2.55 2.49
H -1.70 -2.01 1.04
H -3.17 0.39 2.18
H -2.03 1.08 -0.19
H -1.86 1.58 1.92
H -1.89 -0.26 4.39
H -0.64 0.93 3.99
H -0.21 -0.77 4.25
H 1.06 -0.22 2.14
O -2.27 0.30 0.33
B -0.42 -4.43 -1.84
C -0.20 -2.96 -1.31
N -0.06 -1.88 -0.93
H -0.75 -4.35 -3.01
H -1.30 -4.92 -1.17
H 0.63 -5.03 -1.71
```

Results of the natural (NBO) charge analysis, in e, for atoms 1 through 4: 0.88 -0.61 0.25 -0.29

(6)
The following is a DFT calculation (ωB97M-V/def2-TZVPD) of a molecular structure, C18H22Cl2HfO2 in a non-equilibrium geometry.

As for the total charge: -2. Its energy relative to the best compared isomer or geometry (same formula, charge and spin) is 243.5 kJ/mol. For the max |F|, the calculation gives 9.90 eV/A. Its HOMO-LUMO gap is 2.7 eV.

The geometry in XYZ format:
```
45
C18H22Cl2HfO2 | OMol25 | ωB97M-V/def2-TZVPD
C -2.83 2.03 -0.45
C -3.33 0.78 -0.89
C -2.80 0.52 -2.17
C -4.24 -0.09 -0.14
C -1.97 1.58 -2.54
C -1.97 2.56 -1.49
C -1.20 3.79 -1.42
C -3.05 2.66 0.84
C -3.08 -0.69 -2.96
C -1.19 1.70 -3.80
Hf -0.04 -0.83 0.42
Cl -1.12 -2.58 0.13
Cl -0.91 0.10 2.40
O 0.34 -0.01 -1.41
H -4.60 0.39 0.79
H -3.76 -1.06 0.17
H -5.14 -0.36 -0.74
H -3.06 -1.62 -2.35
H -2.35 -0.81 -3.80
H -4.09 -0.64 -3.43
H -0.85 0.72 -4.15
H -0.31 2.35 -3.65
H -1.81 2.16 -4.60
H -0.69 3.97 -2.42
H -0.37 3.57 -0.57
H -1.89 4.67 -1.15
H -3.60 2.00 1.53
H -3.59 3.64 0.76
H -2.03 2.86 1.30
H 0.58 -0.13 -2.44
O 0.25 3.00 0.58
H 0.14 2.58 1.59
C 1.91 -1.52 1.28
C 2.96 -1.92 1.78
C 4.15 -2.43 2.36
C 5.40 -2.46 1.66
C 6.45 -3.17 2.23
C 6.34 -3.81 3.45
C 5.14 -3.73 4.15
C 4.05 -3.05 3.65
H 5.48 -1.96 0.69
H 7.39 -3.21 1.67
H 7.16 -4.36 3.86
H 5.02 -4.22 5.11
H 3.09 -2.98 4.18
```

Results of the natural (NBO) charge analysis, in e, for atoms 1 through 4: -0.12 -0.17 -0.19 -0.61

(7)
The following is a DFT calculation (ωB97M-V/def2-TZVPD) of C18H22ClF2N3O4 in the gas phase.

Its energy relative to the best compared isomer or geometry (same formula, charge and spin) is 32.3 kJ/mol. For the max |F|, the calculation gives 0.37 eV/A. Its HOMO-LUMO gap is 9.1 eV.

The geometry in XYZ format:
```
50
C18H22ClF2N3O4 | OMol25 | ωB97M-V/def2-TZVPD
C 2.68 2.26 0.34
N 1.62 1.91 -0.59
C 1.27 0.50 -0.65
C 2.23 -0.29 -1.54
C 1.90 -1.78 -1.75
C 0.42 -2.16 -1.69
N -0.13 -2.15 -0.35
C 0.13 -3.16 0.52
O 0.80 -4.13 0.25
C -0.46 -2.96 1.88
C -0.87 -1.86 2.54
C -1.29 -2.31 3.83
N -1.78 -1.65 4.88
C -2.07 -2.39 5.92
Cl -2.71 -1.57 7.31
C -1.90 -3.78 6.01
C -1.39 -4.47 4.92
C -1.09 -3.69 3.82
O -0.58 -4.09 2.63
C 0.96 2.95 -1.17
O 1.25 4.10 -0.89
C -0.21 2.69 -2.15
C -1.48 2.57 -1.31
O 0.02 1.50 -2.90
C -0.27 3.90 -3.10
C -1.52 3.98 -3.92
F -1.41 4.98 -4.83
F -1.72 2.82 -4.64
H 3.25 3.10 -0.04
H 2.27 2.54 1.32
H 3.33 1.40 0.47
H 1.29 0.12 0.37
H 0.25 0.40 -1.02
H 2.21 0.22 -2.51
H 3.24 -0.20 -1.16
H 2.29 -2.09 -2.72
H 2.41 -2.39 -1.00
H -0.19 -1.48 -2.30
H 0.30 -3.17 -2.10
H -0.81 -1.46 -0.08
H -0.85 -0.84 2.18
H -2.17 -4.29 6.92
H -1.25 -5.54 4.94
H -1.70 3.51 -0.80
H -2.33 2.30 -1.94
H -1.37 1.79 -0.55
H -0.53 1.54 -3.68
H -0.17 4.81 -2.52
H 0.58 3.85 -3.79
H -2.44 4.15 -3.35
```

Results of the natural (NBO) charge analysis, in e, for atoms 1 through 4: -0.41 -0.43 -0.21 -0.41

(8)
The following is a DFT calculation (ωB97M-V/def2-TZVPD) of a molecular structure, C18H22ClFNRhS3.

Its expectation value of S² is 6.041. As for the total charge: +2. Its energy relative to the best compared isomer or geometry (same formula, charge and spin) is 7.4 kJ/mol. For the max |F|, the calculation gives 0.61 eV/A. Its HOMO-LUMO gap (alpha / beta) is 7.7 / 6.0 eV. The multiplicity is 5.

The geometry in XYZ format:
```
47
C18H22ClFNRhS3 | OMol25 | ωB97M-V/def2-TZVPD
Rh 0.06 -0.23 0.67
C -0.29 -3.50 -2.11
C -1.51 -2.63 -1.89
S -1.79 -1.79 -0.32
C -1.78 -3.06 0.97
C -0.41 -3.65 1.34
S 0.90 -2.39 1.28
C 2.36 -3.18 0.57
C 2.20 -3.70 -0.85
S 1.31 -2.64 -1.99
H -0.39 -3.90 -3.12
H -0.30 -4.36 -1.45
H -2.42 -3.23 -2.05
H -1.55 -1.82 -2.62
H -2.47 -3.86 0.69
H -2.22 -2.58 1.85
H -0.11 -4.46 0.67
H -0.44 -4.07 2.35
H 2.66 -3.96 1.27
H 3.12 -2.39 0.60
H 1.75 -4.69 -0.85
H 3.21 -3.84 -1.24
F 1.06 5.65 -0.33
C 1.14 4.52 0.34
C 2.19 3.64 0.08
C 2.26 2.46 0.77
C 1.27 2.12 1.75
C 1.37 0.93 2.48
C 0.23 3.06 1.99
C 0.16 4.24 1.30
H 2.94 3.93 -0.65
H 3.08 1.78 0.60
H 0.77 0.76 3.37
H 2.28 0.34 2.40
H -0.51 2.84 2.76
H -0.61 4.98 1.49
Cl -0.23 4.02 -3.15
C -1.08 3.14 -1.95
C -2.36 3.50 -1.56
C -2.98 2.74 -0.57
C -2.30 1.68 -0.01
N -1.06 1.36 -0.39
C -0.46 2.06 -1.35
H -2.86 4.34 -2.02
H -3.98 2.97 -0.24
H -2.75 1.08 0.77
H 0.54 1.78 -1.64
```

Results of the natural (NBO) charge analysis, in e, for atoms 1 through 4: 1.05 -0.55 -0.54 0.31

(9)
The following is a DFT calculation (ωB97M-V/def2-TZVPD) of a molecular structure, C18H22ClN3O3S4 in a non-equilibrium geometry.

Its energy relative to the best compared isomer or geometry (same formula, charge and spin) is 1884.3 kJ/mol. For the max |F|, the calculation gives 19.41 eV/A. Its HOMO-LUMO gap is 7.4 eV.

The geometry in XYZ format:
```
51
C18H22ClN3O3S4 | OMol25 | ωB97M-V/def2-TZVPD
C -0.50 -1.97 -0.82
H -0.28 -3.06 -0.98
H 0.54 -1.41 -1.24
H -1.29 -1.69 -1.62
C -0.86 -1.75 0.38
C 0.21 -2.01 1.51
H 0.40 -3.11 1.57
H 1.14 -1.36 1.05
H -0.03 -1.65 2.40
H -1.74 -2.18 0.84
C -1.25 0.13 0.66
N -2.45 0.44 -0.24
C -2.28 0.81 -1.43
O -3.29 1.29 -1.94
C -0.98 1.47 -1.97
H -1.20 1.79 -2.74
H -0.14 0.59 -1.75
S -0.43 2.91 -0.84
C 1.28 2.56 -0.46
N 1.61 1.31 -0.43
N 2.81 1.10 -0.09
C 3.31 2.30 0.73
S 4.90 2.45 1.29
S 2.19 3.60 0.61
C 3.42 -0.01 -0.34
C 3.26 -0.90 -1.26
C 3.66 -2.39 -1.36
C 4.42 -2.60 -0.35
C 4.56 -2.06 0.94
C 4.19 -0.77 1.02
H 4.35 -0.06 1.80
H 5.18 -2.48 1.51
Cl 5.02 -4.33 -0.43
H 3.44 -2.91 -2.27
H 2.57 -0.54 -2.05
C -3.59 0.10 0.42
C -4.36 -1.06 -0.68
H -3.93 -2.03 -0.31
H -4.61 -0.61 -1.47
S -6.06 -1.07 0.53
O -7.00 -1.43 -0.26
O -5.89 -2.11 1.71
C -5.98 0.43 1.22
C -4.65 0.93 0.67
H -4.90 1.64 -0.38
H -4.00 1.72 1.32
H -6.69 0.90 0.95
H -5.72 0.17 2.30
H -3.42 -0.51 1.23
H -0.44 0.54 0.36
H -1.34 0.24 1.64
```

Results of the natural (NBO) charge analysis, in e, for atoms 1 through 4: -0.64 0.24 0.21 0.22